# 1
The following is a quantum chemistry calculation of a molecular structure, C44H61IrN2O6P2S2Si4 in a non-equilibrium geometry, from OMol25.

Output
E_HOMO (alpha / beta) = -3.783 / -3.719 eV
2S+1 = 2
energy above the lowest of the compared OMol25 structures with the same formula, charge and spin = 242.35 kJ/mol
LUMO energy (alpha / beta) = 0.048 / 0.012 hartree
total energy = -136486.183 eV
net charge = -1
⟨S²⟩ = 0.756
gap between HOMO and LUMO (alpha / beta) = 0.1871 / 0.1489 Ha

Last column: Mulliken charge in e.
Geometry (Å):
Ir 0.149 0.269 -1.078  3.86
C 1.266 4.120 0.169  -1.39
Si 1.872 2.423 0.719  1.17
C 3.302 1.925 -0.376  -0.31
C 2.602 2.755 2.423  -1.26
N 0.680 1.101 0.781  -0.08
P -0.462 1.007 1.996  2.24
C -1.783 0.022 1.769  -1.29
P -1.700 -1.403 0.917  1.17
N -0.888 -1.470 -0.529  -0.36
Si -1.370 -2.711 -1.718  1.34
C -2.253 -4.169 -0.887  -1.16
C -2.452 -2.004 -3.070  -0.89
C 0.049 -3.630 -2.567  -1.37
C -0.915 -2.673 1.981  0.43
C -1.338 -2.877 3.293  -0.37
C -0.694 -3.797 4.105  -1.05
C 0.389 -4.523 3.622  -1.01
C 0.824 -4.323 2.321  -0.65
C 0.172 -3.407 1.506  0.37
C -3.435 -1.927 0.712  0.03
C -4.190 -1.198 -0.199  -0.13
C -5.541 -1.466 -0.370  -0.92
C -6.149 -2.468 0.373  -0.67
C -5.399 -3.200 1.284  -0.69
C -4.048 -2.933 1.451  -0.35
C -0.937 2.706 2.502  0.10
C -0.697 3.194 3.787  -0.62
C -1.102 4.471 4.148  -0.87
C -1.760 5.281 3.233  -0.70
C -1.996 4.810 1.952  -0.65
C -1.577 3.539 1.589  0.35
C 0.235 0.359 3.581  0.75
C -0.652 0.163 4.643  -0.15
C -0.211 -0.353 5.849  -0.80
C 1.124 -0.712 6.015  -0.66
C 2.009 -0.533 4.968  -0.64
C 1.568 0.015 3.766  0.23
H 2.140 4.633 -0.247  0.55
H 0.900 4.711 1.008  0.28
H 0.500 4.094 -0.603  0.02
H 3.783 2.814 -0.791  0.65
H 2.975 1.313 -1.212  -0.70
H 4.053 1.372 0.190  0.37
H 3.421 3.469 2.277  0.50
H 3.016 1.878 2.918  0.29
H 1.880 3.219 3.096  0.31
H -2.107 -4.250 0.188  0.20
H -1.855 -5.086 -1.330  0.63
H -3.328 -4.138 -1.072  0.28
H -3.507 -2.089 -2.807  0.34
H -2.285 -2.556 -4.000  0.49
H -2.250 -0.950 -3.261  -0.05
H 0.772 -4.037 -1.859  0.29
H 0.590 -3.083 -3.337  -0.11
H -0.439 -4.478 -3.056  0.55
H -2.159 -2.287 3.681  0.65
H -1.026 -3.935 5.127  0.41
H 0.895 -5.234 4.263  0.39
H 1.675 -4.875 1.938  0.43
H 0.515 -3.239 0.492  -0.63
H -3.734 -0.421 -0.793  0.03
H -6.107 -0.878 -1.082  0.51
H -7.204 -2.679 0.245  0.38
H -5.865 -3.989 1.862  0.42
H -3.474 -3.530 2.147  0.31
H -0.174 2.591 4.516  0.31
H -0.899 4.831 5.150  0.41
H -2.083 6.275 3.519  0.37
H -2.504 5.426 1.220  0.50
H -1.751 3.181 0.590  -0.62
H -1.697 0.410 4.505  0.58
H -0.916 -0.494 6.659  0.41
H 1.464 -1.132 6.954  0.35
H 3.051 -0.814 5.078  0.43
H 2.265 0.155 2.961  -1.36
O -0.787 0.833 -3.159  -0.56
S -0.006 2.086 -3.221  0.97
O 0.763 2.285 -4.412  -0.69
O 0.830 2.064 -1.968  -1.38
C -1.043 3.523 -3.089  -0.08
C -0.562 4.651 -3.742  -0.93
C -1.234 5.859 -3.633  -0.74
C -2.388 5.936 -2.871  -0.69
C -2.872 4.803 -2.232  -0.72
C -2.208 3.590 -2.335  -0.72
S -2.936 2.176 -1.505  2.10
O -3.484 1.347 -2.552  -0.85
O -3.895 2.752 -0.596  -0.79
O -1.785 1.582 -0.794  0.16
H 0.340 4.573 -4.332  0.56
H -0.849 6.732 -4.142  0.39
H -2.916 6.876 -2.774  0.42
H -3.773 4.835 -1.633  0.65
C 3.449 0.775 -3.784  -1.07
Si 2.388 -0.750 -3.515  1.06
C 3.477 -2.243 -3.944  -1.41
C 1.097 -0.893 -4.877  -1.19
C 1.725 -0.949 -1.733  1.45
Si 3.102 -1.623 -0.609  -0.30
C 4.879 -1.061 -0.959  -1.30
C 3.165 -3.508 -0.777  -1.05
C 2.812 -1.319 1.209  -0.22
H 3.670 0.866 -4.851  0.56
H 4.398 0.680 -3.252  0.33
H 2.963 1.695 -3.467  0.10
H 3.914 -2.048 -4.928  0.41
H 2.871 -3.149 -4.033  0.31
H 4.293 -2.452 -3.257  0.30
H 1.645 -0.930 -5.824  0.47
H 0.380 -0.086 -4.940  0.18
H 0.541 -1.830 -4.792  0.44
H 1.181 -1.894 -1.849  -1.81
H 5.352 -1.644 -1.749  0.44
H 5.456 -1.234 -0.045  0.45
H 4.980 -0.008 -1.214  0.27
H 3.094 -3.862 -1.805  0.30
H 2.365 -3.980 -0.201  0.14
H 4.114 -3.859 -0.363  0.47
H 3.306 -0.401 1.529  0.34
H 3.214 -2.147 1.798  0.82
H 1.751 -1.223 1.429  -0.72



# 2
The following is a quantum chemistry calculation of 9 unconnected molecules or ions with the total composition C44H64O23S, from OMol25.

Output
SMILES = CC(=O)OCCCCCC1=C(C[SH](=O)=O)C(=O)OC1=O.O=C1CCCO1.O=C1CCCO1.O=C1CCCO1.O=C1CCCO1.O=C1CCCO1.O=C1CCCO1.O=C1CCCO1.O=C1CCCO1
E_HOMO = -9.788 eV
LUMO energy = -0.032 hartree
total energy = -104596.235 eV
net charge = 0
gap between HOMO and LUMO = 0.3278 Ha

Last column: Mulliken charge in e.
Geometry (Å):
C -1.259 2.195 -2.463  -1.13
C -0.552 1.065 -3.153  0.82
O 0.627 0.829 -3.018  -0.59
O -1.358 0.368 -3.982  -0.48
C -1.301 -1.071 -3.820  0.81
C -0.260 -1.653 -4.769  -0.76
C 0.076 -3.136 -4.540  -1.07
C 0.267 -3.552 -3.084  -0.47
C 1.223 -2.618 -2.329  0.17
C 1.749 -3.165 -1.040  -0.48
C 2.835 -2.761 -0.367  0.71
C 3.793 -1.659 -0.670  -1.27
S 5.451 -2.261 -0.940  1.00
O 5.375 -3.573 -1.521  -0.61
O 6.192 -1.212 -1.595  -0.64
C 2.995 -3.591 0.838  0.77
O 3.854 -3.543 1.672  -0.61
O 1.967 -4.494 0.882  -0.31
C 1.143 -4.275 -0.230  -0.14
O 0.158 -4.911 -0.385  -0.58
H -2.170 1.834 -1.982  0.32
H -0.575 2.669 -1.758  0.33
H -1.540 2.928 -3.228  0.36
H -1.127 -1.274 -2.763  -0.48
H -2.282 -1.475 -4.072  0.18
H 0.652 -1.051 -4.751  0.30
H -0.667 -1.565 -5.785  0.39
H -0.752 -3.734 -4.941  0.30
H 0.957 -3.413 -5.130  0.39
H -0.689 -3.584 -2.556  0.09
H 0.687 -4.564 -3.054  0.67
H 0.734 -1.663 -2.100  0.28
H 2.086 -2.382 -2.965  0.60
H 3.853 -0.976 0.188  0.52
H 3.523 -1.101 -1.570  0.46
H 5.937 -2.369 0.317  0.13
O -2.079 -0.686 -0.871  -0.60
C -1.843 -0.878 0.292  0.13
C -2.666 -0.445 1.482  0.15
C -1.681 -0.592 2.639  -0.86
C -0.770 -1.706 2.142  -0.11
O -0.749 -1.553 0.703  -0.09
H -3.520 -1.119 1.575  0.27
H -3.021 0.572 1.349  -0.01
H -2.144 -0.816 3.597  0.46
H -1.106 0.328 2.750  0.25
H -1.161 -2.700 2.369  0.25
H 0.249 -1.630 2.515  0.13
O -4.000 2.664 1.565  -0.58
C -5.127 2.386 1.863  0.52
C -6.297 3.322 2.074  -0.36
C -7.302 2.437 2.811  -0.60
C -6.940 1.050 2.290  -0.49
O -5.524 1.103 2.036  -0.27
H -6.661 3.638 1.095  0.23
H -5.985 4.198 2.637  0.29
H -8.343 2.698 2.635  0.34
H -7.118 2.488 3.885  0.29
H -7.446 0.815 1.352  0.27
H -7.132 0.254 3.005  0.34
O -3.009 -4.862 -5.357  -0.58
C -3.688 -4.668 -4.393  0.45
C -4.885 -5.465 -3.908  -0.53
C -5.541 -4.515 -2.907  -0.54
C -4.346 -3.709 -2.412  -0.36
O -3.447 -3.649 -3.531  -0.14
H -4.516 -6.376 -3.435  0.26
H -5.526 -5.728 -4.745  0.33
H -6.081 -5.013 -2.103  0.35
H -6.240 -3.858 -3.427  0.27
H -3.827 -4.198 -1.584  0.22
H -4.597 -2.692 -2.121  0.30
O -4.832 6.882 1.804  -0.65
C -4.172 6.642 0.833  0.62
C -2.706 6.265 0.760  -0.23
C -2.372 6.490 -0.712  0.05
C -3.716 6.238 -1.381  -0.44
O -4.701 6.656 -0.414  -0.41
H -2.614 5.217 1.052  0.10
H -2.115 6.885 1.429  0.26
H -1.579 5.852 -1.095  0.32
H -2.071 7.526 -0.861  -0.19
H -3.880 5.181 -1.601  0.18
H -3.862 6.813 -2.292  0.38
O 1.911 -1.848 3.776  -0.57
C 2.355 -2.568 4.630  0.21
C 2.701 -4.037 4.528  0.33
C 2.812 -4.467 5.987  -0.50
C 3.246 -3.167 6.653  -0.54
O 2.639 -2.117 5.872  -0.40
H 3.647 -4.127 3.998  -0.10
H 1.929 -4.573 3.982  0.33
H 3.497 -5.291 6.154  0.30
H 1.832 -4.765 6.363  0.29
H 4.329 -3.027 6.623  0.26
H 2.909 -3.068 7.682  0.36
O 3.420 -7.363 4.798  -0.54
C 4.124 -7.657 3.874  0.47
C 4.699 -6.748 2.804  0.68
C 5.137 -7.734 1.724  -0.61
C 5.444 -8.980 2.547  -0.46
O 4.538 -8.927 3.662  -0.41
H 5.542 -6.205 3.236  0.26
H 3.951 -6.038 2.465  -0.61
H 5.981 -7.399 1.125  0.39
H 4.303 -7.933 1.049  0.26
H 6.465 -8.980 2.935  0.24
H 5.273 -9.909 2.009  0.35
O -0.164 9.052 0.317  -0.58
C -1.051 9.855 0.280  0.58
C -1.677 10.591 1.451  -0.44
C -2.977 11.127 0.852  -0.41
C -2.603 11.285 -0.617  -0.45
O -1.640 10.246 -0.874  -0.38
H -0.997 11.388 1.753  0.28
H -1.835 9.912 2.284  0.27
H -3.332 12.052 1.303  0.34
H -3.765 10.378 0.954  0.20
H -2.130 12.246 -0.826  0.29
H -3.441 11.150 -1.295  0.32
O 7.354 4.446 -4.479  -0.58
C 7.117 3.691 -3.582  0.46
C 7.563 3.795 -2.133  -0.39
C 7.313 2.386 -1.600  -0.48
C 6.159 1.919 -2.479  -0.12
O 6.357 2.583 -3.742  -0.34
H 6.938 4.542 -1.640  0.24
H 8.603 4.104 -2.081  0.29
H 7.083 2.342 -0.538  0.34
H 8.187 1.760 -1.783  0.27
H 5.187 2.225 -2.082  0.18
H 6.155 0.848 -2.642  0.17